No. 1
21
Properties=species:S:1:pos:R:3:mulliken_charge:R:1 method="wB97M-V/def2-TZVPD" s2=0.76 e_homo_ha="-0.5114 / -0.5104" charge=+1 spin_multiplicity=2 e_above_lowest_ev=0.0989 orbital_gap_ha="0.3921 / 0.2031" total_energy_ev=-12425.5710
O 1.6243 -0.9294 -0.7774 -0.65
H 0.6972 -1.6546 3.6419 0.30
H 0.6891 -1.0577 -4.1702 0.31
H -0.1017 2.6530 -2.1922 0.31
O 1.0185 -0.7267 -3.3609 -0.63
H 0.5812 0.1526 -3.3117 0.34
O 0.2087 1.6999 -2.1889 -0.66
H 0.3239 1.4003 -1.3023 0.39
H -1.4370 2.1903 0.4244 0.31
N -1.9794 0.4692 2.1470 -0.35
H 2.5457 -0.6273 -0.9735 0.31
H -1.7053 0.3632 3.1054 0.27
H -1.5591 -0.3419 0.3750 0.35
C -1.0399 0.1908 1.1342 -0.27
H 1.2575 -1.2663 -1.6125 0.36
H 0.0210 1.9642 1.2311 0.29
H -0.0886 -0.2738 1.4095 0.31
H 0.3649 -2.9881 2.8914 0.30
H -2.7970 -0.1153 2.0451 0.30
N -0.6662 1.5613 0.6144 -0.30
O 0.4223 -2.0318 2.8192 -0.59

---

No. 2
20
Properties=species:S:1:pos:R:3:mulliken_charge:R:1 method="wB97M-V/def2-TZVPD" e_homo_ha="-0.3086 / -0.3086" charge=0 e_above_lowest_ev=6.6267 orbital_gap_ha="0.3165 / 0.3165" total_energy_ev=-14379.8110
H 3.2960 0.9501 0.3835 0.34
N 2.3050 -0.3632 -0.5203 -0.84
C -0.2428 0.2840 1.2401 -0.61
N 2.3101 0.7226 0.1939 0.54
N 1.4764 1.7104 0.5082 -0.78
C -2.1112 -0.0718 -0.2354 -0.60
H 0.4936 -0.0549 1.8808 0.60
H 1.4427 -2.7995 0.0819 0.37
C -1.1906 -0.6381 0.7074 0.46
H -0.8354 -2.8127 1.1924 0.36
C -1.9969 1.3040 -0.5967 -0.55
H -0.4592 2.8195 -0.9885 0.34
C -0.5148 -1.9442 0.6472 -0.58
C 0.1444 1.3720 0.5136 0.42
C -0.8211 1.9527 -0.3875 -0.39
H -2.7712 -0.6239 -0.8566 0.38
H -2.6983 1.6182 -1.3336 0.36
C 0.6619 -2.0388 -0.0189 -0.24
N 1.0570 -1.0015 -0.9248 0.02
H 0.4544 -0.3849 -1.4868 0.38

---

No. 3
71
Properties=species:S:1:pos:R:3:mulliken_charge:R:1 method="wB97M-V/def2-TZVPD" s2=2.01 e_homo_ha="-0.3782 / -0.3760" charge=+1 spin_multiplicity=3 e_above_lowest_ev=0.0000 orbital_gap_ha="0.2476 / 0.2419" total_energy_ev=-145883.5323
H 2.3165 2.3400 2.9102 0.18
C -1.5237 2.7563 0.1481 -0.79
H 0.4379 -5.4066 4.5844 0.45
H 4.5148 -0.6209 -1.1273 0.40
H 3.0107 3.3040 1.6165 0.51
H -4.5657 -1.2653 -0.2005 0.41
C 0.4849 -3.1585 1.3807 0.58
H 1.0955 -2.3771 -3.0092 0.30
H -0.4656 -4.8322 0.4177 0.49
C -3.6442 -0.8355 0.1958 -1.03
H -1.7749 1.0991 4.3993 0.47
O 0.3275 -2.3916 0.3714 -0.11
C 1.6141 -0.6943 4.8361 -0.45
N 0.4855 1.5361 0.6201 1.10
C 1.8067 -0.7495 7.2247 -0.70
H -2.5116 2.7980 -0.2844 0.40
C 0.2300 -0.5406 4.9345 0.87
C 1.1023 -2.7161 2.6078 0.54
C 3.9255 0.0930 -1.7004 -1.23
H -2.7252 1.5752 -2.8607 0.38
C 0.3154 3.7814 1.3333 -0.62
H -3.9202 -0.0055 0.8492 0.33
H -2.7913 -2.2800 -2.6100 0.53
C -0.0579 -5.2433 2.4748 -0.35
H -4.0342 1.6715 -1.6755 0.36
C 1.8470 -1.5406 2.5527 -1.13
H 3.4701 -0.9207 5.8713 0.51
H 0.7580 4.6354 1.8248 0.51
H 2.6594 -1.9072 -3.7296 0.43
C -0.3576 -0.5269 6.1910 -0.69
C 2.3876 2.4359 1.8222 -1.30
O -0.5200 -0.4568 3.7920 -0.11
C 0.4642 -4.7723 3.7104 -0.74
H 1.4623 -3.2013 4.7042 0.39
H 2.6037 -2.8585 -2.2234 0.36
H 0.3067 0.5839 -3.2215 0.22
C -1.0993 0.8354 3.5836 -0.57
H 1.3712 1.8327 -2.5659 0.32
Si -2.5258 -0.2579 -1.1820 -0.45
C -0.9714 3.8424 0.7819 -0.63
H 4.0120 1.0766 -1.2402 0.36
N -1.0660 0.3930 -0.4871 0.60
C 2.1193 -2.0710 -2.7980 -1.11
C 2.4005 -0.7926 5.9745 -0.51
H 4.3095 0.1398 -2.7188 0.44
C -0.0376 -4.4827 1.3471 -0.91
H 2.8830 -0.0134 3.3255 0.40
Ni 0.5853 -0.4672 0.1638 -0.35
C 0.4276 -0.6272 7.3293 -0.61
H -1.4331 -0.4364 6.2657 0.54
H 2.4170 -0.8284 8.1131 0.42
H -0.0409 -0.6137 8.3034 0.43
H 2.2400 -1.2282 1.5817 1.00
H -3.1480 -1.5980 0.7995 0.24
H -1.5393 4.7611 0.8526 0.45
As 2.0600 -0.4414 -1.7610 0.51
H -0.3200 1.5983 3.5018 0.26
N 2.2133 -0.7377 3.5411 0.23
C -0.7615 1.5701 0.0684 0.61
H 2.8784 1.5485 1.4183 0.05
C 1.0214 -3.5369 3.7765 -0.84
H -0.4949 -6.2332 2.4332 0.42
H -1.6567 0.7816 2.6507 -0.05
C -1.9551 -1.6984 -2.2214 -0.75
H -1.3692 -1.3525 -3.0768 0.23
C 1.0166 2.5987 1.2326 0.20
H -1.3312 -2.3617 -1.6163 0.03
C -3.4177 0.9856 -2.2574 -1.22
H 1.9189 0.8418 -3.9446 0.46
H -4.0815 0.4501 -2.9388 0.41
C 1.3448 0.8421 -3.0187 -1.08

---

No. 4
83
Properties=species:S:1:pos:R:3:mulliken_charge:R:1 method="wB97M-V/def2-TZVPD" e_homo_ha=-0.1684 charge=-1 e_above_lowest_ev=0.0000 orbital_gap_ha=0.2414 total_energy_ev=-115550.3328
Cl -4.2110 6.5666 -2.9960 -0.25
O 0.8655 1.1918 -2.7297 -0.38
H -0.5121 2.7317 4.4879 0.44
H 2.3420 3.9521 -3.1322 0.44
N -1.6222 -0.6410 -2.0458 0.16
C -3.6924 -0.9884 -3.1530 -0.77
H 5.5596 1.9548 -5.8793 0.37
H -0.4525 -2.2826 -1.6485 0.46
H 4.8682 -3.3649 4.4814 0.37
C 1.5258 -3.1322 4.8812 0.67
C 1.6760 1.9093 -3.2729 0.55
H -2.8407 -5.8276 -0.1622 0.43
C -2.0869 -0.6523 1.6661 1.21
O -3.9976 1.7403 -3.0828 -0.80
C -2.8354 -3.9901 0.9559 -0.69
N -0.2622 -2.7619 3.2821 0.21
C 1.4432 3.3936 -3.3965 -1.28
C -0.4144 -4.8098 1.9694 -0.46
C 0.3116 2.3280 3.9168 -0.55
H -4.1630 -3.0173 -3.6713 0.39
H 6.2126 -0.2971 -5.1033 0.37
C -2.7535 -0.1647 -2.5410 0.42
O -1.0718 -0.2212 2.2657 -0.37
C -1.3830 -1.9469 -2.1000 -0.49
Sn -0.6416 1.0042 -0.3033 0.56
H 0.5295 -5.1431 2.3838 0.46
C 3.8246 -3.2222 4.2312 -0.45
H -1.5711 5.6928 0.9886 0.56
C -1.8552 3.9144 -0.1657 0.48
O -1.2881 4.2189 2.6198 -0.73
Cl 1.7288 -2.2340 1.0052 0.02
C -3.1551 4.2247 -2.1813 -0.61
C 5.2955 0.1536 -4.7442 -0.37
H 0.6156 3.6806 -2.7498 0.12
C -2.3062 -5.2065 0.5466 -0.74
C 2.3670 1.1387 3.6905 -0.55
C 2.1261 -2.7550 2.6052 0.94
H 1.1795 3.6396 -4.4288 0.38
C -2.0107 5.2757 0.0990 -0.65
C 2.9464 1.3255 -3.8148 0.32
H -3.7976 -3.6731 0.5697 0.33
H 3.4906 2.9974 -5.0567 0.36
C -2.4447 3.3709 -1.3352 -0.54
H -3.8431 -1.8396 1.8683 0.48
C -3.0466 1.3188 -2.4204 0.15
C -2.1776 -3.1594 1.8549 0.71
C 1.3423 1.6166 4.4988 -0.43
C -3.4436 -2.3477 -3.2154 -0.46
N -1.0588 3.0694 0.6157 0.23
H -3.6098 3.8285 -3.0720 0.57
C -2.8294 -1.8533 2.2611 -1.81
C 2.2937 1.3827 2.3310 -0.31
H -0.6583 -6.5674 0.7793 0.39
C -1.0908 -5.6172 1.0693 -0.80
C 3.4604 -2.9411 2.9254 -0.78
C -2.2637 -2.8446 -2.6742 -0.60
C 2.8579 -3.2968 5.2197 -0.49
N -2.2420 2.0026 -1.5820 0.44
O -2.5170 -0.2254 0.5587 -0.59
C -2.7218 6.1007 -0.7557 -0.01
H -2.0372 -3.9029 -2.6825 0.47
H 3.2016 0.5854 4.1016 0.42
C 4.9309 1.4208 -5.1776 -0.64
C -0.7745 3.3561 1.9061 -0.07
Cl 0.3296 -3.2285 6.1298 -0.23
H -2.8614 -1.7537 3.3490 0.34
H 4.2086 -2.8393 2.1494 0.42
C 3.3138 0.0495 -3.3911 -0.53
H 2.6635 -0.4670 -2.6952 0.60
N 1.3000 2.0616 1.7610 -0.19
H 4.7653 -1.5215 -3.5072 0.39
C -0.9235 -3.5641 2.3482 0.65
C -3.2959 5.5741 -1.8973 0.03
C 3.7647 2.0083 -4.7095 -0.31
H -0.5726 -1.7857 3.2789 0.19
H 1.3470 1.4276 5.5663 0.41
H 3.0648 1.0143 1.6593 0.42
C 0.3255 2.5226 2.5390 0.57
H 3.1272 -3.4823 6.2512 0.43
H -4.5930 -0.5401 -3.5452 0.54
C 4.4842 -0.5323 -3.8477 -0.53
Cl -2.8697 7.7898 -0.3641 -0.25
C 1.1097 -2.8929 3.5630 -1.16